This record from the Open Molecules 2025 dataset describes C11H10BrF3Zn as an isolated structure in a non-equilibrium geometry. The level of theory is ωB97M-V/def2-TZVPD.

Cartesian coordinates (Å):
C (1.188, 2.501, 1.221)
C (0.731, -2.433, -2.570)
H (-2.542, -2.930, -2.038)
F (-2.760, 3.043, -0.332)
H (-0.952, -4.312, -0.393)
F (-2.230, 3.008, 1.758)
C (1.226, 0.382, 2.176)
H (1.590, -2.327, -3.277)
H (1.551, 3.323, 0.662)
H (-0.961, -1.732, -3.882)
H (0.338, 1.021, 4.109)
H (0.401, 3.515, 3.055)
H (1.500, -0.661, 2.328)
C (-0.617, -2.105, -2.886)
Br (-1.370, 0.186, -1.940)
C (-0.614, -3.490, -1.052)
C (0.727, -3.288, -1.447)
C (-1.447, -2.765, -1.927)
H (1.562, -3.937, -1.140)
H (2.319, 0.772, 0.170)
F (-1.074, 4.126, 0.403)
C (0.769, 1.282, 3.143)
C (0.714, 2.583, 2.525)
C (-1.659, 2.962, 0.512)
C (1.614, 1.128, 0.962)
Zn (-0.005, 0.145, -0.138)

- Charge: -2
- Largest force on an atom: 4.63 eV/Å
- Orbital gap: 5.06 eV

How is the electron density shared among the atoms? According to Mulliken, the charges in e are: atom 1 (C): -0.772, atom 2 (C): -0.511, atom 3 (H): 0.289, atom 4 (F): -0.226, atom 5 (H): 0.330, atom 6 (F): -0.202, atom 7 (C): -0.646, atom 8 (H): 0.292, atom 9 (H): 0.414, atom 10 (H): 0.363, atom 11 (H): 0.334, atom 12 (H): 0.378, atom 13 (H): 0.479, atom 14 (C): -0.447, atom 15 (Br): -0.292, atom 16 (C): -0.574, atom 17 (C): -0.621, atom 18 (C): -0.264, atom 19 (H): 0.324, atom 20 (H): 0.519, atom 21 (F): -0.174, atom 22 (C): -0.618, atom 23 (C): -0.210, atom 24 (C): -0.221, atom 25 (C): -0.155, atom 26 (Zn): 0.210